C7H8O | the ωB97M-V functional and the def2-TZVPD basis

```
16
Properties=species:S:1:pos:R:3:forces:R:3
C -0.67915 -0.12630 -0.28040 0.2 0.3 0.4
C 0.78003 0.03840 -0.05758 -1.0 -0.8 -0.6
C -0.09031 1.17135 0.14543 0.9 -1.1 -0.5
C -1.52415 -1.07547 -0.47104 0.5 1.3 0.1
C 1.89706 -0.62896 -0.23283 2.3 0.7 0.7
C -3.66030 0.23546 0.23197 -0.8 0.6 1.1
C 3.16454 0.07955 0.24674 2.6 -1.5 -1.2
O -0.10103 2.35609 0.14519 -0.7 0.9 0.3
H -1.49639 -2.03659 -0.84014 -0.1 -2.0 -0.6
H 2.06556 -1.62339 -0.71279 -0.7 0.9 0.5
H -2.95763 0.98082 -0.09929 -0.2 0.1 -0.3
H -3.39754 -0.27109 1.16678 -0.3 0.0 -0.5
H -4.68521 0.24840 -0.11501 0.1 0.0 0.1
H 3.85647 -0.68674 0.86932 -1.6 2.0 -1.1
H 3.01823 1.07727 0.72979 0.0 -1.2 -0.2
H 3.80981 0.26119 -0.72616 -1.1 -0.2 1.8
```
Forces are in eV/Å.

Output
HOMO (spin up / spin down) = -0.2734 / -0.3419 Ha
F_max = 3.21 eV/A
frontier orbital gap (spin up / spin down) = 6.6 / 8.0 eV
⟨S²⟩ = 2.0347
E_LUMO (spin up / spin down) = -0.86 / -1.29 eV
spin multiplicity = 3